{"formula": "C3H10NO3", "method": "wB97M-V/def2-TZVPD", "fmax_ha_per_bohr": 0.0999, "total_charge": 1, "relative_energy_kj_mol": 246.8, "homo_ev": -16.01, "homo_lumo_gap_ha": 0.4694, "species": ["C", "N", "C", "C", "O", "O", "O", "H", "H", "H", "H", "H", "H", "H", "H", "H", "H"], "positions_angstrom": [[0.411, -1.321, -0.973], [-0.448, -0.303, -0.194], [-0.556, -0.541, 1.240], [-0.136, 1.172, -0.468], [-1.210, 1.898, -0.222], [0.387, 1.235, -1.679], [1.041, 1.557, 0.520], [0.901, -0.882, -1.813], [1.197, -1.604, -0.306], [-0.130, -2.114, -1.305], [-1.399, -0.473, -0.630], [0.568, -0.417, 1.467], [-1.178, 0.128, 1.832], [-0.812, -1.607, 1.403], [-1.095, 2.653, 0.397], [0.749, 2.178, -1.973], [1.798, 1.473, -0.085]], "forces_ev_per_a": [[1.8, 2.6, 1.8], [-2.6, -0.2, -3.0], [3.3, -1.6, 1.2], [4.1, 1.0, 2.9], [-1.1, 0.7, 0.7], [1.1, 2.3, -2.9], [-2.6, -0.9, -2.1], [-0.1, 0.7, -0.5], [0.4, -0.5, 0.5], [-1.9, -2.2, -0.5], [1.0, 0.7, 0.5], [-2.0, -0.2, 0.8], [0.0, 0.1, -0.6], [-0.1, 0.7, -0.1], [0.3, -0.7, -0.5], [-1.5, -2.7, 1.2], [0.0, 0.1, 0.5]]}

---

{"formula": "C3H10NO3", "method": "wB97M-V/def2-TZVPD", "fmax_ha_per_bohr": 0.1069, "multiplicity": 3, "total_charge": 1, "relative_energy_kj_mol": 50.5, "homo_ev": [-10.10, -14.25], "s2": 2.008, "homo_lumo_gap_ha": [0.2535, 0.1748], "species": ["C", "C", "C", "N", "O", "O", "O", "H", "H", "H", "H", "H", "H", "H", "H", "H", "H"], "positions_angstrom": [[-2.090, -0.722, -0.086], [-0.893, 0.214, -0.236], [0.411, -0.542, 0.175], [2.256, 1.158, -0.203], [-0.977, 1.394, 0.590], [0.648, -0.533, 1.443], [0.854, -1.497, -0.546], [-1.840, -1.669, -0.629], [-2.903, -0.300, -0.558], [-2.377, -1.002, 0.917], [-0.691, 0.669, -1.277], [2.822, 0.683, -0.875], [2.734, 1.782, 0.357], [1.621, 1.661, -0.864], [-1.368, 1.211, 1.443], [1.329, -1.005, 1.833], [0.463, -1.500, -1.484]], "forces_ev_per_a": [[1.7, -1.4, -0.6], [-0.2, 1.6, 0.7], [-0.9, 3.9, -0.7], [-2.1, 0.0, -3.3], [0.7, -1.2, -1.8], [-2.3, 1.9, 2.3], [0.2, -3.4, -4.3], [-0.2, 0.7, 0.4], [-2.0, 0.9, -1.0], [0.3, 0.2, 0.5], [-0.6, -1.1, 1.3], [1.1, -0.9, 0.2], [1.3, 1.4, 1.7], [0.1, -0.2, 1.4], [-0.4, -0.4, 0.7], [2.2, -1.9, 0.6], [1.0, -0.1, 2.0]]}

---

{"formula": "C3H10NO4", "method": "wB97M-V/def2-TZVPD", "fmax_ha_per_bohr": 0.1096, "total_charge": -1, "relative_energy_kj_mol": 209.9, "homo_ev": -4.74, "homo_lumo_gap_ha": 0.3223, "species": ["C", "C", "C", "O", "O", "N", "H", "H", "H", "H", "H", "H", "H", "H", "O", "H", "H", "O"], "positions_angstrom": [[0.572, 1.830, -0.198], [1.387, 0.601, -0.252], [0.998, -0.435, 0.779], [-0.015, -1.147, 0.372], [1.698, -0.542, 1.734], [-0.931, 1.548, -0.181], [0.690, 2.460, 0.660], [0.936, 2.488, -0.892], [1.089, 0.245, -1.306], [2.421, 0.988, -0.242], [-1.155, 1.181, 0.666], [-1.256, 1.065, -1.013], [-0.047, -1.519, -1.142], [0.844, -2.666, -1.360], [0.215, -2.148, -1.821], [-2.704, -1.656, 0.767], [-2.021, -1.222, 1.995], [-2.721, -1.071, 1.434]], "forces_ev_per_a": [[-3.5, -0.8, 2.3], [0.0, 0.3, -2.4], [-1.9, -0.8, -4.2], [0.9, 0.8, 2.2], [1.5, -0.6, 3.6], [2.5, 3.4, -3.8], [0.4, -0.1, 1.3], [0.0, 1.6, -2.7], [1.1, -0.1, 1.4], [0.0, -0.9, 0.1], [-1.0, -1.9, 2.3], [0.1, -0.4, 0.8], [-0.3, 0.5, 1.2], [0.8, -0.8, 0.7], [-0.6, -0.4, -2.8], [0.6, -3.2, -3.6], [2.8, -0.6, 1.4], [-3.4, 3.9, 2.2]]}

---

{"formula": "C3H10NO4", "method": "wB97M-V/def2-TZVPD", "fmax_ha_per_bohr": 0.0280, "total_charge": 1, "relative_energy_kj_mol": 51.5, "homo_ev": -15.21, "homo_lumo_gap_ha": 0.4311, "species": ["O", "C", "O", "C", "C", "O", "N", "H", "H", "H", "H", "H", "H", "H", "H", "H", "H", "O"], "positions_angstrom": [[0.233, 1.342, 2.466], [0.490, 0.966, 1.364], [1.687, 0.536, 0.937], [-0.560, 0.911, 0.293], [-1.567, -0.310, 0.490], [-1.375, -1.224, -0.578], [-0.012, 0.862, -1.107], [2.418, 0.671, 1.569], [-1.227, 1.770, 0.350], [-2.553, 0.108, 0.334], [-1.311, -0.737, 1.457], [-1.250, -2.126, -0.265], [1.021, 0.749, -1.099], [-0.373, -0.024, -1.498], [-0.346, 1.670, -1.617], [1.820, -1.593, -0.272], [1.165, -2.119, -1.603], [1.739, -1.450, -1.220]], "forces_ev_per_a": [[0.0, -0.1, -0.1], [0.3, 0.4, 0.7], [0.4, -0.1, -0.4], [-1.1, -0.4, -0.6], [1.1, 0.3, -0.8], [0.2, -0.2, 0.1], [0.3, -0.4, 0.7], [-0.5, 0.1, 0.1], [0.6, 0.3, 0.3], [-0.3, -0.2, 0.8], [-0.8, -0.1, 0.1], [-0.1, 0.1, 0.0], [-0.5, 0.2, -0.1], [0.0, 0.0, -0.2], [0.3, 0.1, -0.4], [0.0, -0.3, -0.1], [0.2, -0.3, 0.2], [-0.1, 0.6, -0.2]]}